127
Properties=species:S:1:pos:R:3 method="wB97M-V/def2-TZVPD" total_energy_ha=-54282.352834 charge=+1 multiplicity=1 homo_energy_ev=-11.0018 orbital_gap_ev=7.077
C -0.3238 -2.7243 3.6477
C -0.1429 -2.5192 2.4808
N 0.0873 -2.2926 1.1104
C 1.0763 -3.2074 0.4878
B 1.7229 -2.7562 -0.9190
O 2.7837 -1.8053 -1.0495
O 1.2474 -3.2756 -2.1389
C 0.1237 -0.9142 0.7145
N -0.9386 -0.3294 -0.0111
C -1.5741 -1.2503 -0.9799
C -2.6303 -2.2763 -0.3804
C -4.1178 -1.7716 -0.3806
O -4.5674 -1.2766 -1.6450
C -5.7899 -0.5542 -1.4141
C -1.9086 0.3933 0.8353
C -2.7160 1.4727 -0.0178
O -1.9322 1.8752 -1.1527
C -2.8572 2.7820 0.8690
F -1.6469 3.4107 1.0714
F -3.4690 2.4454 2.0486
F -3.6206 3.6892 0.1520
N 1.1014 -0.0822 1.0562
N 1.0696 1.2632 0.6601
P 2.5049 -0.5573 2.0314
S 2.8257 0.7986 3.3976
H -0.6552 -3.1417 4.6233
H 0.5616 -4.2016 0.3180
H 1.9338 -3.4515 1.1938
H 3.4300 -2.0885 -0.3729
H 1.4072 -2.5388 -2.7703
H -2.1604 -0.5957 -1.6930
H -0.8674 -1.8335 -1.6208
H -2.3864 -2.6538 0.6458
H -2.5986 -3.1838 -1.0575
H -4.3231 -1.0067 0.4296
H -4.7588 -2.6682 -0.1015
H -5.6617 0.2845 -0.6646
H -6.5791 -1.2329 -0.9628
H -6.1817 -0.0844 -2.3583
H -2.5661 -0.2551 1.4642
H -1.2968 1.0047 1.5615
H -3.7026 1.0904 -0.3845
H -2.4916 2.3696 -1.7777
H 2.0107 1.5507 0.3693
H 0.7797 1.8097 1.4818
H 2.4232 -1.8737 2.5620
H 3.6743 -0.5398 1.1953
Br -8.3550 0.0012 -5.7138
C -8.9876 -0.9649 -4.1457
C -9.9670 -0.1403 -3.3506
Br -9.0563 1.2310 -2.3068
H -8.1075 -1.2541 -3.5751
H -9.4708 -1.8593 -4.5383
H -10.4826 -0.7597 -2.6172
H -10.7023 0.3698 -3.9689
Br 5.3764 2.0078 -0.3315
C 5.8760 3.4271 0.9102
C 4.9680 3.4347 2.1096
Br 3.2393 4.2205 1.6783
H 5.8621 4.3604 0.3511
H 6.9010 3.2013 1.2059
H 5.3763 4.0624 2.9013
H 4.7750 2.4397 2.5045
Br -1.7295 -0.1610 3.8528
C -1.3447 1.1384 5.2553
C -0.3203 0.6024 6.2206
Br -1.1072 -0.6958 7.4417
H -2.2931 1.3893 5.7256
H -0.9595 2.0158 4.7355
H 0.0591 1.4000 6.8585
H 0.5158 0.1080 5.7292
Br -11.9901 2.4807 1.2016
C -10.6345 3.8658 1.0038
C -9.2439 3.2866 1.0741
Br -8.7412 2.8659 2.9085
H -10.8287 4.6114 1.7718
H -10.8174 4.3046 0.0231
H -8.5069 4.0161 0.7388
H -9.1290 2.3696 0.4980
Br 9.1722 0.7633 2.0482
C 10.6233 1.4843 0.9667
C 10.1012 2.0717 -0.3191
Br 9.6484 0.6763 -1.6002
H 11.3367 0.6776 0.8133
H 11.0828 2.2566 1.5831
H 10.8695 2.6693 -0.8086
H 9.2081 2.6779 -0.1826
Br 7.2233 2.1982 -4.8625
C 7.7830 0.3519 -5.1279
C 9.0499 0.2737 -5.9399
Br 8.6969 0.5805 -7.8304
H 6.9460 -0.1706 -5.5864
H 7.9460 -0.0419 -4.1245
H 9.4765 -0.7278 -5.8894
H 9.8010 0.9993 -5.6352
Br 1.5034 -2.1409 10.3698
C 2.4117 -0.5145 10.9341
C 2.2161 0.5947 9.9319
Br 3.3448 0.3454 8.3622
H 3.4563 -0.7729 11.0934
H 1.9580 -0.2508 11.8891
H 2.5241 1.5511 10.3537
H 1.1910 0.6723 9.5748
Br 5.0909 0.1673 -9.9673
C 6.5372 0.8819 -11.0589
C 6.0160 1.4681 -12.3457
Br 5.5579 0.0734 -13.6260
H 7.2481 0.0726 -11.2123
H 7.0003 1.6550 -10.4454
H 6.7871 2.0617 -12.8359
H 5.1256 2.0779 -12.2093
Br -8.9886 -2.8512 5.5111
C -8.1411 -1.1767 6.0313
C -8.1929 -0.1656 4.9151
Br -6.8734 -0.5629 3.5373
H -7.1278 -1.4182 6.3452
H -8.7098 -0.8256 6.8921
H -7.9294 0.8257 5.2831
H -9.1612 -0.1190 4.4215
Br 3.5980 -5.4762 -2.6851
C 2.3852 -5.8096 -4.1712
C 2.9344 -5.2560 -5.4604
Br 2.7264 -3.3191 -5.5455
H 1.4223 -5.3835 -3.8963
H 2.2950 -6.8942 -4.2265
H 2.3733 -5.6396 -6.3118
H 3.9919 -5.4674 -5.6025

=====

100
Properties=species:S:1:pos:R:3 method="wB97M-V/def2-TZVPD" total_energy_ha=-2293.825314 multiplicity=3 homo_energy_ev="-6.4793 / -8.2704" s2=2.00 orbital_gap_ev="6.928 / 8.105"
Pd 0.1221 -0.1402 0.1202
C 4.1500 -0.0937 -3.6152
C 2.8088 0.2589 -4.2397
S 1.3881 -0.2050 -3.1990
O 1.7847 0.2549 -1.8198
C 1.6048 -2.0319 -3.2671
C 2.2486 -2.5899 -2.0063
H 4.9525 0.4785 -4.0831
H 4.3820 -1.1536 -3.7300
H 4.1352 0.1512 -2.5523
H 2.6480 -0.2154 -5.2098
H 2.6981 1.3380 -4.3550
H 2.1764 -2.2611 -4.1673
H 0.5868 -2.4038 -3.3877
H 3.3254 -2.4198 -1.9947
H 2.0680 -3.6645 -1.9393
H 1.8315 -2.1151 -1.1200
C 4.1852 -1.0265 2.6459
C 4.5135 0.2168 1.7860
C 3.6097 0.0562 0.5571
O 2.5316 -0.7721 0.9951
C 3.1369 -1.7700 1.8123
H 3.7716 -0.7320 3.6107
H 5.0575 -1.6530 2.8280
H 5.5644 0.2606 1.5011
H 4.2688 1.1326 2.3216
H 4.1459 -0.4501 -0.2543
H 3.1928 0.9829 0.1751
H 3.6170 -2.5216 1.1729
H 2.3574 -2.2556 2.3921
C -0.6168 -5.6100 0.1256
C -0.4713 -4.4055 0.9971
C -0.2177 -4.2753 2.3463
C -0.1529 -2.8879 2.5847
N -0.3459 -2.2124 1.4592
N -0.5291 -3.1572 0.5106
C 0.0561 -2.1971 3.8953
H -0.8152 -6.4909 0.7320
H 0.2976 -5.7906 -0.4436
H -1.4353 -5.4854 -0.5855
H -0.0942 -5.0700 3.0664
H -0.7796 -2.8193 -0.4116
H 0.4702 -2.8921 4.6241
H -0.8906 -1.8184 4.2840
H 0.7340 -1.3495 3.7903
C -3.2875 -0.1661 -3.9764
C -3.1087 -1.4175 -3.1020
C -2.8192 -2.6336 -3.9890
C -4.3855 -1.6639 -2.2850
C -1.9812 -1.1875 -2.1776
C -1.0522 -0.9902 -1.4117
H -4.1705 -0.2693 -4.6137
H -2.4112 -0.0148 -4.6097
H -3.4080 0.7203 -3.3509
H -3.6509 -2.8016 -4.6789
H -2.6878 -3.5313 -3.3811
H -1.9100 -2.4775 -4.5733
H -5.2371 -1.8255 -2.9521
H -4.5986 -0.8078 -1.6429
H -4.2678 -2.5421 -1.6475
C -0.5065 2.8013 -1.7054
C -0.2399 3.3225 -0.2794
C -1.0324 4.6215 -0.0814
C 1.2604 3.6417 -0.2065
Si -0.6729 1.9390 1.0270
C -2.6113 1.7290 1.1723
C -3.2607 1.7609 -0.2203
C -3.2757 2.8155 2.0317
C -2.9410 0.3473 1.7694
C 0.0855 2.3590 2.7702
C -0.5469 1.4691 3.8473
C 1.5854 2.0144 2.7553
C -0.0880 3.8280 3.1742
H -0.0445 3.4827 -2.4335
H -1.5702 2.7453 -1.9344
H -0.0813 1.8082 -1.8561
H -0.7234 5.3565 -0.8369
H -0.8653 5.0661 0.9015
H -2.1057 4.4636 -0.2016
H 1.5209 4.3577 -0.9963
H 1.8606 2.7399 -0.3670
H 1.5478 4.0886 0.7466
H -3.2313 2.7577 -0.6655
H -4.3183 1.4781 -0.1264
H -2.7771 1.0547 -0.8988
H -3.0570 3.8223 1.6669
H -2.9686 2.7639 3.0775
H -4.3658 2.6839 2.0048
H -2.5223 -0.4536 1.1578
H -4.0313 0.2142 1.7993
H -2.5641 0.2253 2.7863
H -0.5197 0.4185 3.5554
H -1.5822 1.7372 4.0585
H 0.0160 1.5738 4.7840
H 1.7370 0.9709 2.4660
H 2.0113 2.1569 3.7586
H 2.1520 2.6400 2.0637
H -1.1324 4.1454 3.1436
H 0.4885 4.4950 2.5305
H 0.2742 3.9719 4.2008